No. 1
DFT (wB97M-V/def2-TZVPD) results for a molecular structure, C33H56Cl2O27 in a non-equilibrium geometry.

XYZ file:
```
118
Properties=species:S:1:pos:R:3:forces:R:3
Cl 8.6872 -25.5153 9.3916 -0.8 0.2 1.6
C 7.2506 -24.5702 10.1173 0.5 0.4 -1.0
C 7.4928 -23.0441 9.8458 -0.4 -2.5 2.3
Cl 6.1534 -22.1078 10.5140 -1.5 -11.6 -1.7
H 7.1417 -24.8861 11.1549 0.4 0.4 0.0
H 6.3468 -24.8829 9.5943 0.2 -0.1 -0.1
H 7.5047 -22.7933 8.7851 0.7 -1.4 2.3
H 8.3554 -22.7343 10.4357 -0.3 -0.2 -0.7
C 1.0500 -20.4568 9.7712 1.8 1.2 2.5
C 1.5671 -20.5972 11.2977 -2.5 -1.0 -0.4
O 2.9431 -20.6506 11.1986 2.4 -0.1 -1.9
C 3.3298 -20.8917 9.8840 0.3 -1.1 -0.3
O 4.4770 -21.1580 9.5025 -9.7 -0.3 2.2
O 2.2265 -20.8380 9.0754 1.5 -0.8 0.9
H 0.9993 -19.3694 9.7156 -0.7 0.0 -0.7
H 0.1994 -20.9954 9.3534 0.1 0.0 0.6
H 1.2065 -21.5142 11.7638 0.0 -0.2 0.0
H 1.3031 -19.7902 11.9811 -0.2 0.2 -0.5
C 6.8226 -20.5601 12.0430 0.0 3.6 0.8
C 6.8575 -19.0286 12.1741 -0.2 -1.9 -0.2
O 8.2766 -18.9147 12.1621 -1.0 3.9 -0.7
C 8.8812 -19.9325 12.6152 3.4 -2.7 3.2
O 10.0291 -19.8949 13.0754 -3.2 -1.0 -1.7
O 7.9997 -21.0488 12.6318 1.8 1.4 0.9
H 6.8961 -20.8354 10.9909 1.4 3.2 2.5
H 5.9125 -21.0070 12.4431 0.4 0.1 0.4
H 6.3111 -18.7393 13.0718 0.8 0.7 0.4
H 6.4601 -18.5126 11.3000 0.1 0.0 0.1
C 7.3831 -15.1773 5.1842 0.3 0.5 1.4
C 7.7182 -16.6587 5.3842 0.1 3.7 -1.4
O 7.1762 -17.2235 4.2133 -1.4 2.8 -2.5
C 6.4382 -16.2717 3.4693 -0.6 -1.1 -0.3
O 5.8338 -16.4537 2.4328 1.5 0.1 2.2
O 6.4412 -15.1373 4.1748 -1.3 0.2 -1.6
H 8.2027 -14.5387 4.8545 0.4 -0.2 0.2
H 6.9481 -14.7150 6.0703 -0.1 -0.1 -0.4
H 7.4238 -17.2455 6.2543 -1.4 3.5 -1.5
H 8.8017 -16.7613 5.4435 0.2 -0.1 -0.5
C 7.7867 -20.9178 3.9693 -0.2 2.8 -2.0
C 7.5517 -19.4078 3.6889 3.3 -1.2 2.3
O 6.6393 -19.2857 2.6520 0.0 0.6 0.8
C 6.4653 -20.4668 2.1005 0.8 0.7 -0.5
O 5.8314 -20.6053 1.1166 -0.4 -1.2 -0.6
O 7.1278 -21.4332 2.8054 3.2 -0.6 -2.0
H 7.4156 -21.1613 4.9648 -0.7 0.0 -1.9
H 8.8185 -21.2667 4.0132 -0.2 0.7 -1.1
H 8.4981 -18.9437 3.4112 0.2 -0.1 -0.6
H 7.3968 -18.8773 4.6283 -1.1 -1.4 -1.1
C 6.3587 -21.3125 7.6451 -2.6 1.0 2.6
C 6.1047 -20.2394 8.7266 0.9 2.7 -1.8
O 6.6556 -19.0684 8.1408 4.3 -2.9 -0.3
C 7.3392 -19.3204 7.0470 -2.2 0.2 0.5
O 7.9321 -18.4436 6.4608 0.2 -6.6 2.1
O 7.1244 -20.6520 6.6713 1.5 2.5 1.3
H 5.3932 -21.6298 7.2511 0.9 0.3 0.8
H 6.7878 -22.2292 8.0496 -1.2 1.9 -1.1
H 6.5479 -20.4941 9.6893 0.2 1.8 -1.8
H 5.0869 -19.8699 8.8515 1.4 0.4 -0.8
C 10.8363 -20.1996 5.7769 -0.2 0.7 1.0
C 9.9035 -19.7722 6.9458 3.3 -0.1 -0.4
O 10.6573 -20.2355 8.1301 -1.5 -2.0 0.3
C 10.2553 -21.4007 8.7424 1.8 2.8 2.3
O 9.2126 -21.9832 8.6351 2.9 4.9 3.8
O 11.2140 -21.6700 9.6844 -1.0 -1.0 -0.2
C 10.8580 -22.6694 10.7201 1.6 0.3 0.2
H 10.4636 -19.8291 4.8220 0.0 -0.2 -0.1
H 10.8955 -21.2870 5.8231 0.8 0.5 -0.4
H 11.8103 -19.7533 5.9777 0.0 -0.1 -0.1
H 8.8713 -20.0953 6.8104 2.3 -0.7 0.8
H 9.9971 -18.6897 7.0331 -0.4 -0.3 0.2
H 11.1189 -23.6949 10.4586 -1.2 -0.1 -1.1
H 9.9082 -22.4662 11.2148 0.2 -0.2 -0.4
H 11.6304 -22.6296 11.4881 0.0 1.2 0.1
C 4.9893 -21.5255 3.8842 -0.8 -1.2 1.4
C 5.1478 -21.8162 5.3729 -0.5 -0.7 -2.6
O 3.9240 -21.5157 6.0870 0.1 -0.5 0.0
C 3.6312 -20.2706 6.2850 3.1 4.1 -0.8
O 4.3981 -19.2592 6.0787 -2.3 -3.3 0.8
O 2.4407 -20.2075 6.7857 -2.1 0.7 -0.3
C 1.8597 -18.9494 7.1789 0.9 0.2 0.1
H 5.9421 -21.8407 3.4588 -2.2 -0.9 1.0
H 4.9382 -20.4588 3.6658 -0.6 -0.1 0.3
H 4.2390 -22.1155 3.3579 -0.4 0.3 0.3
H 6.0638 -21.3394 5.7216 -2.2 0.0 -1.0
H 5.3050 -22.8674 5.6145 -0.3 0.0 -0.5
H 0.9747 -19.1578 7.7803 0.0 -0.1 -0.8
H 1.6742 -18.2766 6.3417 -0.1 -0.4 -0.1
H 2.5462 -18.4200 7.8396 0.2 0.0 0.0
C 10.2978 -13.1823 6.7640 -1.0 -0.8 0.6
C 9.2845 -13.4775 7.9092 1.8 2.0 0.5
O 8.4755 -14.5512 7.5865 -1.3 -1.5 0.1
C 7.5738 -15.0811 8.4545 -0.3 0.3 1.4
O 7.1738 -14.5696 9.5167 1.1 -1.9 -3.4
O 7.2519 -16.3095 7.8775 -0.2 2.2 1.6
C 6.0639 -16.9305 8.3472 -2.3 2.2 2.4
H 9.7734 -12.9064 5.8491 -0.1 -0.2 0.0
H 10.8628 -14.1033 6.6207 0.3 0.3 -0.3
H 10.9315 -12.3292 7.0065 0.1 -0.3 0.3
H 8.7760 -12.5309 8.0921 -0.7 -0.3 0.1
H 9.8077 -13.7244 8.8330 0.2 0.1 0.0
H 5.7312 -17.8571 7.8796 -0.1 2.3 -0.7
H 5.2079 -16.2646 8.4566 0.1 0.9 -0.8
H 6.2061 -17.1387 9.4077 0.3 -0.5 0.1
C 9.0088 -22.5028 5.6336 -0.8 -1.6 0.4
C 8.7199 -23.0739 7.0174 0.2 -1.1 -3.4
O 8.2385 -24.4194 7.0148 -0.1 0.0 -1.2
C 6.9422 -24.6632 7.1157 0.1 0.4 -0.9
O 6.0446 -23.8678 7.3155 0.2 -0.9 0.2
O 6.7966 -25.9413 6.8880 -1.6 -1.6 -0.6
C 5.4915 -26.6000 7.0293 0.5 -0.7 1.3
H 9.3014 -21.4598 5.7553 -0.9 -1.1 -0.1
H 8.1208 -22.5529 5.0034 0.6 -1.0 0.6
H 9.8304 -22.9948 5.1130 0.1 -0.3 0.1
H 7.9910 -22.4305 7.5101 1.2 -1.4 -1.9
H 9.6972 -23.0306 7.4982 -0.9 -2.2 -0.9
H 5.4595 -27.4992 6.4141 0.4 0.5 -0.4
H 4.5363 -26.0806 6.9518 0.7 0.9 -0.5
H 5.5077 -26.9947 8.0451 -0.1 0.0 0.2
```
Forces are in eV/Å.

Strongest force on any atom, Eh/bohr: 0.230
HOMO energy, eV: -8.904
Orbital gap, eV: 8.72
Lowest unoccupied orbital energy, eV: -0.186
DFT total energy, eV: -115431.7474
Relative energy (zero: lowest compared OMol25 entry of this formula, charge and spin), kcal/mol: 460.8

No. 2
DFT (wB97M-V/def2-TZVPD) results for 10 unconnected molecules or ions with the total composition C33H56Cl2O27 in a non-equilibrium geometry.

XYZ file:
```
118
Properties=species:S:1:pos:R:3:forces:R:3
C -7.6493 -8.4034 6.6437 0.6 0.2 -0.9
C -6.8811 -7.1043 6.4225 0.3 -1.6 1.6
O -6.0906 -7.1793 5.2565 0.9 0.1 -1.4
C -4.9255 -7.8988 5.2503 -0.1 1.2 0.4
O -4.5043 -8.5348 6.1930 -0.5 0.7 -1.7
O -4.2456 -7.7216 4.0753 0.5 -1.1 1.5
C -4.5076 -6.8270 2.9989 -1.2 -0.2 0.1
H -8.1595 -8.3045 7.6018 -0.5 -0.4 -0.4
H -6.9852 -9.2678 6.6387 0.2 0.2 0.5
H -8.2244 -8.5473 5.7290 -0.9 -0.1 0.5
H -6.2301 -7.0188 7.2926 0.2 0.6 0.0
H -7.5954 -6.2821 6.3782 0.5 0.2 -0.5
H -4.0104 -7.2262 2.1148 0.2 0.0 0.3
H -4.1726 -5.8088 3.1965 0.0 -0.1 0.2
H -5.5786 -6.8437 2.7970 0.0 0.3 -0.1
C 11.2212 1.5285 -1.8604 -0.1 0.3 -0.2
C 9.7564 1.7838 -1.5639 -0.2 1.1 -0.6
O 9.2907 0.7439 -0.7620 -0.8 -1.1 1.9
C 7.9755 0.4835 -0.5902 0.7 -3.7 -0.2
O 7.5927 -0.6103 -0.1960 0.7 1.6 0.2
O 7.1948 1.3857 -1.0763 -0.7 2.3 -0.8
C 5.7854 1.2073 -1.0873 -0.8 -0.5 0.2
H 11.5687 2.2043 -2.6418 -0.2 -0.3 -0.4
H 11.3663 0.4761 -2.1043 0.2 0.2 -0.2
H 11.8714 1.8211 -1.0360 -0.3 -0.4 0.4
H 9.0465 1.8061 -2.3907 0.7 0.2 -0.7
H 9.6674 2.7639 -1.0953 -0.2 0.0 0.4
H 5.3811 1.6921 -1.9759 0.3 0.1 0.1
H 5.3390 1.6412 -0.1926 0.2 0.2 0.0
H 5.4820 0.1604 -1.0953 0.4 -0.1 -0.1
C -6.0281 3.8885 0.3439 1.1 0.4 0.3
C -6.3207 5.1744 -0.4292 1.2 -1.2 0.6
O -5.7135 6.2500 0.3361 -1.0 0.4 -1.0
C -5.8631 7.5286 -0.1211 -1.4 -0.9 -1.1
O -6.3490 7.9055 -1.1824 0.9 -0.9 1.8
O -5.4462 8.2781 0.8709 0.0 -2.3 1.1
C -5.8080 9.5980 0.9543 0.8 1.7 -1.0
H -6.4239 3.0355 -0.2073 -0.2 0.0 0.3
H -6.2985 3.9224 1.3993 -0.8 0.0 -0.2
H -4.9500 3.7607 0.4416 0.2 -0.1 -0.4
H -7.4042 5.1732 -0.5482 0.1 1.1 -0.2
H -5.7614 5.0759 -1.3596 -0.5 0.3 -0.3
H -6.6145 9.8403 0.2622 0.1 0.1 0.0
H -4.8542 10.0116 0.6266 -0.5 1.6 0.2
H -6.0567 9.8864 1.9756 0.1 -0.3 -0.1
C 3.4192 -2.5036 3.8671 0.1 -0.8 -0.1
C 2.8865 -3.4337 2.7784 -0.5 0.6 0.1
O 1.6873 -4.1583 3.2434 1.3 0.2 0.9
C 1.9491 -5.0097 4.2838 0.4 -1.0 -1.1
O 3.0460 -5.4759 4.5412 -2.0 0.9 -0.1
O 0.7820 -5.4363 4.8287 1.1 -0.8 0.9
C -0.2274 -4.4779 5.1195 0.4 1.3 -1.0
H 2.5984 -2.0886 4.4520 0.1 0.1 0.0
H 4.0295 -1.7013 3.4523 -0.1 0.0 -0.1
H 4.0523 -3.1404 4.4848 0.0 0.4 0.4
H 3.6823 -4.1162 2.4800 -0.4 -0.2 -0.1
H 2.5374 -2.8492 1.9272 -0.1 -0.3 0.0
H 0.2883 -3.5653 5.4185 -0.3 0.3 0.0
H -0.9202 -4.7117 5.9279 0.4 -0.9 -0.1
H -0.7470 -4.3167 4.1750 -0.4 0.3 0.3
O -3.2856 -4.2893 -5.2906 -1.8 -2.1 2.6
C -3.9641 -4.9970 -4.5334 1.7 2.5 -3.4
O -5.0013 -4.5294 -3.8042 1.0 1.1 -0.7
C -5.7487 -5.5802 -3.2672 1.2 -0.7 0.1
C -4.7946 -6.7492 -3.4793 -1.2 -1.4 0.6
O -3.8472 -6.3400 -4.4735 -0.8 0.2 1.2
H -5.8002 -5.4020 -2.1931 -1.0 0.0 -0.2
H -6.6448 -5.7294 -3.8695 -0.3 0.3 0.6
H -5.4253 -7.5869 -3.7769 0.6 -0.3 -0.6
H -4.3746 -7.0676 -2.5252 0.8 0.3 -0.2
O 1.2535 5.9622 -8.0352 -2.5 -3.5 2.6
C 0.7498 5.0323 -7.3928 1.6 -1.1 -0.6
O 0.4780 3.7099 -7.8799 0.5 1.4 0.7
C 0.1522 2.8434 -6.7782 0.0 -0.8 0.7
C 0.2007 3.6879 -5.4890 -0.7 -1.3 -1.9
O 0.5273 4.9525 -6.0284 0.2 2.3 0.1
H -0.7803 2.3008 -6.9339 -0.3 0.7 -0.3
H 0.8160 2.0246 -6.5008 0.9 0.0 -1.5
H 0.9300 3.2543 -4.8047 0.4 0.8 -0.1
H -0.7672 3.5138 -5.0188 -0.2 1.4 0.2
O 0.9175 -0.3826 8.2108 -0.3 1.4 -1.8
C 0.7771 0.4959 7.3735 1.7 -2.6 3.0
O 1.7729 1.1412 6.7846 1.8 -0.4 0.8
C 1.2955 2.2859 6.1572 2.0 0.8 -1.3
C -0.1640 2.1887 6.2402 -0.8 0.4 0.1
O -0.3522 0.9733 6.9787 -3.2 1.0 -1.1
H 1.6341 3.2134 6.6189 0.5 -0.2 0.2
H 1.6947 2.2184 5.1453 -0.2 0.4 -0.1
H -0.5361 2.2198 5.2162 -0.9 -0.6 0.4
H -0.5239 3.0292 6.8336 -0.6 -0.3 -0.1
O 3.6271 -1.2106 -4.8071 1.2 0.3 -0.8
C 4.5626 -1.2771 -5.5444 0.1 -1.1 -0.9
O 5.8376 -1.7185 -5.2205 -2.2 0.7 0.8
C 6.6131 -1.6532 -6.3439 2.8 0.2 -2.3
C 5.7057 -1.3164 -7.5434 2.2 -1.1 -0.2
O 4.5132 -1.0768 -6.9337 -2.4 0.7 2.1
H 7.4225 -0.9259 -6.2817 -0.3 0.6 0.6
H 7.2005 -2.5492 -6.5445 -0.6 -0.6 0.4
H 5.6986 -2.1763 -8.2133 -0.6 -0.1 0.0
H 6.0888 -0.4950 -8.1489 -0.3 0.4 0.3
O -0.9613 5.6815 -1.6767 3.2 2.9 0.6
C -0.1104 6.5888 -1.5633 -3.4 -2.7 -0.8
O -0.4314 7.8877 -1.6188 -1.2 -0.5 0.7
C 0.7109 8.6895 -1.6679 0.8 -0.1 -1.3
C 1.8490 7.6995 -1.3392 -0.3 1.4 -0.1
O 1.2095 6.4178 -1.4431 0.7 0.3 0.4
H 0.7702 8.9891 -2.7142 0.3 0.5 0.1
H 0.6444 9.5605 -1.0160 -0.1 -0.2 0.0
H 2.2117 7.9968 -0.3552 0.1 -1.1 0.3
H 2.6714 7.8122 -2.0458 -0.1 -0.5 0.0
Cl -2.1329 -2.3619 -0.4176 0.3 0.2 -0.3
C -0.6457 -1.5874 -1.1201 0.3 -1.1 0.9
C -0.4876 -0.1663 -0.5229 0.0 -1.3 -1.6
Cl -0.1318 -0.2655 1.2293 -0.3 0.3 -0.6
H -0.6690 -1.7975 -2.1894 -0.5 1.2 -0.2
H 0.1642 -2.2705 -0.8644 0.1 0.3 0.7
H -1.4110 0.3335 -0.8157 0.0 0.4 0.9
H 0.3401 0.3338 -1.0256 0.0 0.0 0.2
```
Forces are in eV/Å.

Strongest force on any atom, Eh/bohr: 0.097
HOMO energy, eV: -10.395
Orbital gap, eV: 10.27
SMILES: CCOC(=O)OC.CCOC(=O)OC.CCOC(=O)OC.CCOC(=O)OC.O=C1OCCO1.O=C1OCCO1.O=C1OCCO1.O=C1OCCO1.O=C1OCCO1.ClCCCl
Lowest unoccupied orbital energy, eV: -0.120
DFT total energy, eV: -115451.7313
Relative energy (zero: lowest compared OMol25 entry of this formula, charge and spin), kcal/mol: 0.0